Computed, not measured: C5H6FN3O2 as an isolated structure in a non-equilibrium geometry, with ωB97M-V with the def2-TZVPD basis set.

Results
Largest force on an atom   5.4 eV/Å
HOMO-LUMO gap (alpha / beta)   7.845 / 7.847 eV
HOMO energy (alpha / beta)   -7.71 / -7.71 eV
Lowest unoccupied orbital energy (alpha / beta)   0.136 / 0.137 eV
Energy above the lowest of the compared OMol25 structures with the same formula, charge and spin   60.46 kcal per mole

Structure (XYZ):
```
17
Properties=species:S:1:pos:R:3:forces:R:3:lowdin_charge:R:1
N -0.7714 0.4773 -1.6726 0.0 0.4 0.2 0.18
N 0.9508 1.3378 0.8254 -0.7 1.6 1.5 -0.04
C -0.4760 -0.6052 0.6012 -1.5 1.4 1.5 -0.44
H 0.0061 1.0987 -1.4522 -0.1 -0.3 -0.1 0.06
C -0.0541 0.7221 1.3132 -0.6 -1.2 0.1 -0.09
H -1.4806 0.8260 -2.3001 0.1 0.0 -0.2 0.12
C 1.6534 1.1383 -0.1613 2.6 -4.1 -2.5 -0.06
N 0.7144 -1.3525 0.4140 3.7 -0.9 -1.2 0.17
H -2.1852 -0.9980 1.3946 -0.2 -0.2 -0.3 0.11
O -2.3908 -0.8332 -0.8345 0.1 0.1 0.3 0.07
H 1.0126 -2.1767 0.9376 -1.0 -0.1 0.3 0.18
C 1.7092 -0.8005 -0.2629 0.7 2.5 -0.3 -0.06
O -1.2841 -1.3163 1.5043 0.7 -0.2 -0.4 0.03
H 2.5960 1.3990 -0.6214 -0.3 0.4 0.5 0.08
C -1.2895 -0.3298 -0.7215 -0.2 -0.4 0.2 -0.44
H -0.2894 0.8337 2.3618 -0.4 0.1 -0.1 0.11
F 2.9442 -1.4693 -0.2758 -2.8 0.8 0.4 0.01
```
Positions in Å, forces in eV/Å.

Computed, not measured: a 9-piece molecular cluster, C36H77BClNO28P2 overall in a non-equilibrium geometry, with ωB97M-V with the def2-TZVPD basis set.

Results
Largest force on an atom   4.8 eV/Å
HOMO-LUMO gap   6.619 eV
HOMO energy   -8.68 eV
Lowest unoccupied orbital energy   -2.063 eV
SMILES   COCCCB(P(O)Cl)P(=N)(O)O.CCOC(=O)OC.CCOC(=O)OC.CCOC(=O)OC.CCOC(=O)OC.CCOC(=O)OC.CCOC(=O)OC.CCOC(=O)OC.CCOC(=O)OC

Structure (XYZ):
```
146
Properties=species:S:1:pos:R:3:forces:R:3:lowdin_charge:R:1
H 5.4655 -4.1202 1.6253 -0.2 -0.2 0.1 0.12
O -0.7890 -3.7194 -5.7419 0.8 0.5 1.5 0.11
O 8.2265 -3.7595 -2.7969 1.1 -0.2 0.5 0.02
O -6.6175 8.7300 -0.3567 1.0 1.3 -0.8 0.10
H -2.7979 -2.1027 -5.2507 0.1 0.2 -0.1 0.08
H 5.1366 1.6386 8.2202 0.2 0.0 -0.1 0.07
H 7.6237 0.1062 7.2868 -0.3 -0.2 -0.2 0.12
H -8.0024 9.1405 -2.4401 0.2 0.2 0.2 0.12
H 0.6895 -5.9164 1.0410 0.1 0.1 -0.2 0.10
C -1.6540 4.5893 -3.4909 0.0 0.0 0.4 -0.53
H -2.6709 -1.0705 -3.8332 0.1 0.1 -0.1 0.08
H -1.3728 4.9585 -0.6627 -0.2 0.0 0.0 0.07
C 6.3198 -2.9893 -1.4995 0.2 0.2 0.2 -0.07
C -0.3181 3.4903 -5.0537 0.3 -0.4 -0.2 -0.05
C -0.7925 -8.7127 -5.6560 0.6 0.1 -0.4 -0.21
C 6.9149 -4.1076 -2.3372 -0.7 0.0 0.3 -0.22
H -8.2646 -0.0559 1.0424 0.3 0.1 -0.3 0.12
H 12.3938 -3.2651 -2.1545 -0.4 0.0 -0.1 0.09
H -3.4281 6.8288 -1.9601 0.2 -0.1 -0.3 0.12
H -8.7491 10.2609 -0.2974 0.0 0.0 -0.2 0.08
H 2.3057 3.4159 2.1298 -1.8 -1.5 0.7 0.12
H 6.7918 1.8615 8.8156 0.0 -0.1 -0.1 0.08
H 6.9329 -5.0579 -1.7905 0.2 0.2 0.0 0.12
H 0.2320 1.0737 4.4064 -0.9 0.4 0.5 -0.04
O -0.6522 3.9284 6.1643 0.0 -2.6 -1.5 -0.27
O -2.1279 5.8169 -3.1636 0.3 -1.1 -0.7 0.03
C 3.3381 -5.5207 1.2495 -0.1 0.6 0.2 -0.55
C -7.8427 10.2116 -2.2690 -0.7 -0.1 -0.1 -0.22
C -8.8313 10.7726 -1.2617 0.1 0.0 0.4 -0.07
H -2.6075 0.2289 2.7057 1.7 -1.4 -0.8 0.10
H -1.5199 1.9188 1.8601 1.8 -1.1 -0.7 0.12
C 0.3592 -9.6777 -5.4349 0.1 -0.2 0.3 -0.06
C -2.9218 -8.8917 -1.4856 -0.1 0.1 0.6 -0.05
H 0.7477 -9.6048 -4.4140 0.0 0.1 -0.2 0.08
C -6.0121 9.6495 -0.8884 -0.5 -0.2 0.3 -0.55
H 6.8901 -2.8374 -0.5775 -0.1 -0.2 -0.1 0.07
O 9.0913 -4.2597 -0.7270 0.2 0.5 -1.7 0.10
O -0.9551 4.6995 -4.6475 -0.7 0.0 0.9 0.00
C 5.3134 -4.8984 2.3826 0.3 0.5 0.4 -0.21
C -0.8838 -1.0991 -5.0504 -0.4 0.4 -0.3 -0.22
C 4.6713 -0.0606 5.9596 -0.2 0.4 0.2 -0.55
C 2.7042 -0.8545 4.9927 -0.6 0.0 -0.2 -0.05
H 0.0932 3.6423 -6.0552 -0.2 0.3 0.2 0.10
H 0.9011 -6.0844 -3.4000 -0.2 0.3 0.0 0.09
H -6.7671 0.1329 1.9532 0.1 0.2 -0.2 0.12
Cl -1.5559 6.1423 2.2449 1.1 -0.8 1.9 0.25
O -2.5130 3.0974 4.1835 3.3 2.1 0.4 -0.24
H 1.4326 6.2855 5.0044 -1.6 0.2 -0.8 0.07
H -8.6314 11.8331 -1.0753 -0.1 -0.1 -0.2 0.08
H -3.9091 -9.1419 -1.0882 0.1 0.0 -0.4 0.10
H -2.9626 1.3161 -0.6840 -0.3 0.2 0.0 0.07
H 2.8126 -0.1495 4.1623 0.0 -0.1 0.2 0.08
H 0.6522 -5.7281 -5.1195 -0.2 0.2 0.1 0.09
O -6.4940 10.4662 -1.8577 0.7 -0.7 0.6 0.02
C -1.8283 -0.5918 2.3716 -0.6 -0.8 1.4 -0.13
H -0.4893 -7.6734 -5.4832 -0.1 -0.3 0.1 0.10
C -1.9241 5.9010 -0.7422 0.0 -0.1 -0.3 -0.13
H 6.7987 1.3398 6.3354 -0.2 -0.2 0.1 0.12
H 6.2964 -4.2608 -3.2283 0.4 0.1 0.0 0.12
C -7.8995 1.9682 1.6551 0.2 0.3 -0.1 -0.07
O -0.5161 -0.0557 1.9678 -1.6 2.0 -0.2 -0.26
H -3.5938 5.0760 -1.8697 0.3 0.1 -0.1 0.12
P -0.8341 3.0162 4.6818 -1.1 -3.9 2.4 0.68
H -4.6560 9.5931 1.4295 0.0 -0.2 -0.2 0.10
H 2.2815 -1.7836 4.6012 0.3 0.1 0.2 0.10
H 4.5809 -5.1195 4.4052 0.2 0.1 -0.1 0.09
O 4.3370 1.1013 5.7784 0.5 -1.6 0.2 0.10
H 1.5221 1.2723 0.7299 -1.7 1.7 0.9 0.14
H 6.2905 -5.3539 2.5767 -0.3 -0.2 -0.2 0.13
H -1.1784 6.6963 -0.8455 -0.2 0.0 0.1 0.09
H 0.6881 2.8901 0.2416 -0.2 -1.6 2.1 0.13
H -1.0890 1.0582 0.2397 0.9 0.7 2.2 0.12
H -1.0296 2.6595 -5.0968 0.1 0.2 0.2 0.09
O -1.8074 3.5636 -2.8434 0.3 1.4 -1.0 0.09
H -2.1813 -9.5414 -1.0084 0.0 0.2 -0.1 0.10
C 1.3710 -6.3145 0.2825 -0.5 0.0 -0.3 -0.05
C 1.3976 2.7259 2.4815 0.9 1.2 0.2 -0.20
C 6.0955 1.1369 8.3858 -0.4 0.0 0.1 -0.07
O 5.7961 -0.4771 6.5921 -0.8 0.1 -0.7 0.02
C 11.4920 -3.4616 -1.5685 0.5 0.0 0.3 -0.05
B 0.3946 3.7023 3.3470 -0.7 -0.9 -0.3 -0.50
H -9.8571 10.6618 -1.6223 0.1 0.0 0.0 0.08
H -0.3246 3.2299 6.8344 -0.8 1.3 -1.6 0.09
H -3.1089 9.6159 0.5594 -0.3 0.1 -0.2 0.10
H -0.5837 -1.2178 -6.0982 -0.1 -0.2 0.2 0.13
H -0.5186 -0.1207 -4.7199 0.1 -0.3 0.2 0.11
O 4.4629 -5.9371 1.8820 -0.9 0.1 -0.8 0.02
C -5.4537 1.1762 0.0000 0.1 0.3 0.4 -0.54
O 0.5041 6.4405 4.6439 0.5 -1.8 -1.3 -0.41
C -0.6755 1.2950 1.3339 -0.5 -0.5 -1.7 -0.20
O -2.9368 -9.1275 -2.8917 0.8 0.4 -0.7 0.00
O -4.9693 1.2444 -1.2646 -0.6 -0.3 1.1 0.00
C -3.6677 1.8195 -1.3531 0.5 0.2 -0.2 -0.05
H -3.3120 1.6996 -2.3800 -0.4 0.0 0.2 0.08
H 1.1777 -9.4699 -6.1288 -0.1 0.0 0.0 0.08
H -8.5005 1.8782 2.5636 0.0 0.0 -0.1 0.08
H -1.6304 -1.2540 3.3416 -0.3 1.4 -2.2 0.11
H -8.5034 2.4412 0.8735 0.0 -0.2 0.1 0.08
H -2.4798 6.0525 0.1867 0.0 0.0 -0.6 -0.03
H 1.4794 -5.6095 -0.5478 0.0 0.0 0.3 0.09
O 10.3788 -3.4768 -2.4593 -0.9 -0.4 0.3 -0.01
H 11.3712 -2.6558 -0.8376 0.0 -0.2 0.0 0.10
P 0.3693 5.6331 3.0725 1.5 2.7 0.1 0.62
H -7.0637 2.6444 1.8619 -0.1 -0.2 0.1 0.07
H -4.2087 8.2448 0.3230 -0.2 0.2 0.1 0.08
H -2.3387 -1.2883 1.5716 1.2 1.5 1.2 0.10
O -0.2470 -2.0810 -4.2238 0.3 -1.0 -0.3 0.02
C 0.7435 2.0875 1.1209 0.5 -1.3 -0.2 -0.15
C -0.2802 -3.3531 -4.6923 -0.4 -0.1 -0.3 -0.55
H 5.9141 0.3405 9.1153 0.2 0.1 -0.1 0.08
O 3.0038 -4.3587 1.0682 0.5 -1.7 0.1 0.10
N -0.5498 1.4224 5.0029 0.2 3.0 -0.8 -0.18
O 2.6317 -6.6162 0.8762 0.7 0.7 0.3 -0.01
H -7.9816 10.7155 -3.2316 0.4 0.0 0.2 0.12
H 2.0227 -0.4563 5.7512 0.1 0.1 -0.2 0.10
H -2.6524 4.0182 3.8130 -0.1 -1.2 0.6 0.03
C 9.2199 -3.8791 -1.8817 -0.3 0.0 0.6 -0.55
H 0.9483 -7.2437 -0.1090 0.3 0.0 0.2 0.09
C 0.2711 -5.5421 -4.1103 0.0 -0.5 0.0 -0.06
O -4.7504 10.0458 -0.5891 -0.9 -0.3 -0.4 -0.01
H 0.5062 3.2582 -4.3720 -0.2 -0.1 0.0 0.10
H 1.8636 1.9462 3.2237 -1.0 1.2 -1.6 0.10
C -2.3931 -1.1519 -4.8894 -0.2 -0.3 0.1 -0.07
C 6.6466 0.5617 7.0927 0.3 0.5 0.3 -0.22
O -0.8872 -8.1002 -3.0162 -1.3 -0.8 -0.6 0.08
H 5.2852 -3.2157 -1.2294 0.1 0.0 -0.1 0.08
H -2.8709 -0.3420 -5.4465 0.1 0.0 0.1 0.08
O -6.7238 0.7048 -0.0576 1.1 0.1 -0.2 0.02
C -1.8229 -8.6945 -3.5321 0.4 -0.1 0.0 -0.54
O -4.8552 1.5071 1.0135 -0.8 -0.5 -1.4 0.10
C -4.1607 9.3255 0.4908 0.3 -0.2 0.4 -0.05
H 11.6128 -4.4258 -1.0644 -0.2 0.2 0.0 0.10
H 5.4586 -3.5986 4.1054 0.0 -0.1 0.0 0.08
C -7.4061 0.6063 1.1985 -0.3 0.1 0.6 -0.22
C 4.7623 -4.3231 3.6756 -0.3 0.0 0.0 -0.06
H -2.7165 -7.8405 -1.2595 0.1 -0.2 -0.1 0.10
H -0.7560 -5.9075 -4.0117 0.3 0.1 -0.1 0.09
H 0.0274 -10.7120 -5.5742 0.0 0.2 -0.1 0.08
H -3.7187 2.8893 -1.1268 0.1 -0.3 0.1 0.08
H 3.8034 -3.8214 3.5100 0.2 0.0 -0.1 0.07
H -1.1275 -8.7814 -6.6967 -0.3 0.0 0.3 0.13
O -1.9144 -9.0592 -4.8349 -0.3 0.4 1.1 0.03
H 6.3459 -2.0416 -2.0477 -0.1 -0.2 0.0 0.08
O 0.3244 -4.1557 -3.7819 -0.3 0.9 -0.8 0.00
C -2.8630 5.8906 -1.9360 -0.2 0.0 0.7 -0.20
O 3.9649 -1.1561 5.5864 0.9 0.8 0.3 -0.01
```
Positions in Å, forces in eV/Å.

Computed, not measured: C17H39O10PS as an isolated structure in a non-equilibrium geometry, with ωB97M-V with the def2-TZVPD basis set.

Results
Largest force on an atom   2.2 eV/Å
HOMO-LUMO gap   9.488 eV
HOMO energy   -8.83 eV
Lowest unoccupied orbital energy   0.658 eV

Structure (XYZ):
```
68
Properties=species:S:1:pos:R:3:forces:R:3:lowdin_charge:R:1
O -5.6535 4.4016 -3.2694 0.3 -0.2 0.0 -0.20
C -2.7945 3.9392 -2.2871 0.1 -0.1 -0.1 -0.18
H -1.8906 3.4197 2.8290 -0.1 0.3 -0.2 0.04
H 1.3066 -2.8627 -0.5094 0.0 0.1 0.1 0.09
H -1.8520 1.5907 0.4940 -0.1 0.2 -0.1 0.02
H -5.2173 3.6215 -0.0643 0.0 0.0 0.0 0.13
H -3.0831 2.8440 3.9765 -0.3 0.1 0.1 0.06
H 4.9924 -5.4113 -1.4618 -0.2 0.0 0.0 0.12
H -6.8871 3.9900 -1.6887 0.0 -0.2 0.1 0.13
C 2.0793 0.8178 3.5041 -0.1 -0.2 -0.6 -0.19
H 3.9207 -3.1431 -1.6784 0.1 0.1 0.1 0.13
C 4.5483 -6.1157 1.1320 -0.1 0.0 0.2 -0.19
C 1.7108 -3.6777 0.1035 0.0 0.0 -0.2 -0.11
C 0.9572 0.0712 2.7336 -1.0 0.9 -0.1 -0.45
C -2.2197 5.3240 -2.0933 0.0 0.1 -0.2 -0.20
O 3.8485 -0.2532 0.5200 0.2 1.2 -1.8 -0.18
H 5.9892 -4.0436 -0.9925 0.0 0.0 0.0 0.13
H -2.2043 0.7803 3.6143 0.0 -0.4 0.2 0.07
C -2.0236 2.9112 3.7754 0.1 -0.4 -0.1 -0.16
H -2.8560 7.0669 -0.2985 0.1 0.0 0.0 0.09
H -1.9496 3.2476 -2.3345 0.0 0.0 0.0 0.13
H 5.6176 -7.8182 0.4098 0.0 0.0 0.0 0.12
H -2.1855 8.0362 -1.6442 0.0 0.0 0.1 0.09
H 0.9112 -4.3794 0.3383 0.0 0.0 -0.1 0.09
H 0.5421 -0.7441 3.3068 0.1 -0.6 -0.1 0.13
H 5.6660 -8.1444 -1.7604 0.0 0.0 0.0 0.09
O -3.5867 3.4675 -1.2076 0.0 -0.1 0.0 -0.13
H 1.6605 1.7362 3.8821 0.4 0.5 0.2 0.10
H 3.5295 -5.7286 1.1930 0.0 -0.1 -0.2 0.12
O 5.4302 -5.1691 0.5584 0.1 0.0 0.0 -0.12
H -0.6738 0.3662 0.0841 0.2 -0.1 -0.1 0.04
O 3.0494 1.0970 2.4598 0.3 0.0 0.3 -0.17
H 4.0420 -2.9557 0.0880 0.0 0.0 0.0 0.11
O 2.7041 -4.3900 -0.5983 0.1 -0.1 0.3 -0.19
H -4.7967 5.1257 -0.8637 0.0 0.0 -0.2 0.12
H -3.9355 8.0085 -1.3409 0.0 0.0 -0.1 0.09
C -1.3001 0.7415 0.8816 -0.2 -0.1 0.6 -0.26
C 4.5776 -7.4817 0.4843 -0.2 -0.1 0.0 -0.20
H 4.1706 -8.0838 -2.7078 -0.1 0.0 0.0 0.09
C 4.5845 -8.3167 -1.7279 -0.1 0.0 0.0 -0.12
H -0.8015 1.2986 4.5809 0.0 -0.2 0.4 0.07
H -3.3261 3.8596 -3.2364 -0.1 0.2 0.0 0.12
C -3.0261 7.4102 -1.3251 0.0 0.0 -0.2 -0.11
C 5.1088 -4.6260 -0.7122 0.1 0.0 -0.1 -0.18
P -0.2769 1.4019 2.2451 0.5 0.8 -0.2 0.99
H 4.3897 -9.3719 -1.5037 0.1 0.0 0.0 0.09
H -5.8856 2.6196 -2.2323 0.0 0.0 0.0 0.13
H 4.9057 -6.2430 2.1570 0.0 0.0 0.0 0.13
C -4.8675 4.0466 -1.0081 0.0 0.0 0.2 -0.18
C -1.4037 1.5045 3.7061 0.0 0.2 -0.7 -0.41
H -5.5931 4.1952 -5.2824 0.0 0.1 0.0 0.09
O 3.4200 -1.3417 2.5743 0.2 -0.8 1.5 -0.22
H -1.7257 5.3719 -1.1164 0.0 0.0 0.0 0.12
S 3.1025 -0.2874 1.6954 -0.5 -0.6 0.4 0.53
O -3.2162 6.3247 -2.2044 -0.1 -0.1 0.3 -0.20
C -5.8948 3.7023 -2.0620 -0.1 0.2 -0.1 -0.20
O 1.5226 -0.3392 1.4711 0.3 -0.4 -0.1 -0.24
H -7.1025 3.6250 -4.5360 0.0 -0.1 0.0 0.09
H -1.5586 3.5080 4.5463 0.1 0.2 0.2 0.06
C 3.9286 -3.6827 -0.7216 -0.2 -0.1 -0.2 -0.19
C -6.0137 3.6759 -4.4233 -0.1 0.1 0.1 -0.11
H 2.6002 0.2257 4.2413 -0.2 -0.1 0.4 0.12
H -5.6032 2.6602 -4.3987 0.0 0.0 0.0 0.09
O 3.9584 -7.4721 -0.7904 0.2 0.2 -0.1 -0.20
H -2.0303 0.0037 1.1980 0.0 -0.3 0.0 0.04
H 2.0982 -3.2705 1.0438 0.0 0.1 0.0 0.07
H -1.4667 5.4995 -2.8734 0.1 -0.1 0.1 0.13
H 4.0287 -8.1839 1.1272 0.1 0.0 0.1 0.13
```
Positions in Å, forces in eV/Å.

Look up the largest force on an atom of the second one. 4.8 eV/Å